# C30H85N5O10

A cluster of 10 separate species, C30H85N5O10 in total in a non-equilibrium geometry (ωB97M-V with the def2-TZVPD basis set, the OMol25 dataset).

CARTESIAN COORDINATES (ANGSTROEM)
1 C 6.47317 1.90606 -0.95066
2 C 7.51630 1.71806 0.12929
3 C 8.95942 2.06289 -0.25441
4 O 9.60148 1.07975 -1.02208
5 C 10.95724 1.41970 -1.42234
6 N 6.87865 2.31662 1.35053
7 H 5.44066 1.88121 -0.60224
8 H 6.48200 1.19827 -1.77955
9 H 6.41654 2.85474 -1.48442
10 H 7.68758 0.65061 0.26824
11 H 9.58551 2.31538 0.60137
12 H 8.87001 3.02132 -0.76582
13 H 11.58246 1.52858 -0.53614
14 H 10.93382 2.37473 -1.94718
15 H 11.39095 0.62727 -2.03231
16 H 7.53889 2.29052 2.11442
17 H 6.18098 1.63215 1.60516
18 C 4.70361 -3.11414 3.75496
19 C 4.82619 -2.19030 2.58877
20 C 4.52231 -2.89378 1.20791
21 O 5.62467 -3.75514 0.71535
22 C 5.34973 -4.15961 -0.64176
23 N 4.01187 -0.99088 2.81772
24 H 4.64460 -2.67049 4.74883
25 H 5.59550 -3.74074 3.76117
26 H 3.83948 -3.76322 3.61330
27 H 5.88355 -1.93342 2.52467
28 H 4.42468 -2.10450 0.46251
29 H 3.54894 -3.37446 1.11000
30 H 6.22922 -4.65218 -1.05646
31 H 5.08992 -3.31166 -1.27545
32 H 4.66169 -5.00470 -0.61879
33 H 4.16368 -0.61683 3.74354
34 H 3.03152 -1.23381 2.81930
35 C -7.48230 5.57597 -2.87907
36 C -7.46855 6.12541 -1.41916
37 C -5.99449 6.12746 -0.89715
38 O -5.28865 4.90579 -0.78981
39 C -5.90280 3.88769 -0.09219
40 N -7.96605 7.49609 -1.48214
41 H -8.49037 5.71318 -3.27030
42 H -7.32016 4.49856 -2.91063
43 H -6.75275 6.03544 -3.54598
44 H -8.20236 5.57593 -0.82951
45 H -5.83061 6.63005 0.05608
46 H -5.38858 6.75816 -1.54767
47 H -5.85317 4.07691 0.98013
48 H -5.35834 2.95293 -0.22591
49 H -6.90655 3.65323 -0.44660
50 H -7.95343 7.96415 -0.58723
51 H -7.52621 8.12355 -2.14011
52 C 1.40319 -3.34529 -4.68378
53 C 1.31714 -4.26360 -5.85434
54 C 2.20345 -5.52891 -5.77040
55 O 2.40881 -6.13590 -7.01570
56 C 3.21979 -7.29906 -6.94449
57 N -0.06615 -4.60371 -6.11224
58 H 2.39003 -3.01405 -4.36046
59 H 0.94006 -3.81849 -3.81793
60 H 0.82055 -2.43022 -4.79000
61 H 1.64075 -3.68864 -6.72200
62 H 1.74176 -6.25553 -5.10184
63 H 3.18387 -5.31706 -5.34378
64 H 3.26039 -7.88434 -7.86313
65 H 2.73583 -7.92411 -6.19402
66 H 4.24558 -7.08678 -6.64317
67 H -0.48436 -3.69992 -5.94378
68 H -0.27282 -5.14378 -5.28417
69 C -5.48793 -0.44536 4.34184
70 C -5.63020 -1.73290 3.62138
71 C -4.75603 -2.92114 4.11972
72 O -3.33186 -2.68886 3.94671
73 C -2.58159 -3.91514 4.21330
74 N -7.01733 -2.01077 3.63835
75 H -6.25297 0.30079 4.12717
76 H -4.48305 -0.06330 4.16207
77 H -5.48950 -0.59002 5.42220
78 H -5.26534 -1.65227 2.59742
79 H -5.12424 -3.81164 3.61028
80 H -4.82346 -3.09044 5.19438
81 H -2.99682 -4.79593 3.72351
82 H -2.44766 -4.10929 5.27747
83 H -1.58784 -3.89122 3.76610
84 H -7.51571 -1.17625 3.36397
85 H -7.34750 -2.13549 4.58468
86 C -3.58351 0.85018 -3.57364
87 C -2.82581 0.84729 -4.91582
88 O -2.80507 -0.46669 -5.37614
89 H -4.66151 0.75266 -3.70210
90 H -3.42181 1.77123 -3.01363
91 H -3.19578 0.02242 -2.97985
92 H -1.82328 1.10072 -4.57112
93 H -3.25908 1.56825 -5.60908
94 H -2.46624 -0.46047 -6.27434
95 C -2.85614 4.93900 4.31442
96 C -3.87676 4.55709 5.37643
97 O -4.01296 5.68610 6.20810
98 H -3.33642 5.56915 3.56587
99 H -2.48297 4.01182 3.87946
100 H -1.95113 5.44522 4.65027
101 H -3.59508 3.65804 5.92457
102 H -4.84922 4.33603 4.93647
103 H -4.49563 5.49187 7.01489
104 C 0.26412 -0.23281 0.15143
105 C -0.63516 0.18363 1.29477
106 O -0.21320 -0.44373 2.40387
107 H 1.30110 0.05780 0.31975
108 H -0.06303 0.16099 -0.81086
109 H 0.26362 -1.32155 0.09922
110 H -1.70588 -0.00500 1.21685
111 H -0.61522 1.26038 1.46303
112 H -0.85455 -1.12158 2.62923
113 C 3.44237 5.39584 3.61212
114 C 2.50546 4.98122 2.43294
115 O 3.17863 4.95757 1.22802
116 H 3.74486 6.43306 3.46800
117 H 4.31739 4.74601 3.62470
118 H 3.00030 5.31724 4.60534
119 H 1.72994 5.72328 2.24323
120 H 2.14412 3.99601 2.72772
121 H 3.86573 4.28966 1.28633
122 C -2.33000 -4.80029 -0.46043
123 C -2.64185 -4.83050 -1.97233
124 O -1.79756 -5.84098 -2.58495
125 H -1.25031 -4.81841 -0.31201
126 H -2.73958 -5.70221 -0.00559
127 H -2.55358 -3.88837 0.09323
128 H -2.37913 -3.85379 -2.37868
129 H -3.70030 -5.00075 -2.16933
130 H -2.29022 -6.62251 -2.84590

Results
Max |F| ... 0.07423 Eh/bohr
Multiplicity ... 1
E_tot ... -60406.23208 eV
Relative energy (zero: lowest compared OMol25 entry of this formula, charge and spin) ... 5.161 eV
HOMO-LUMO gap ... 0.346 Eh

Löwdin population analysis, charges in e, atoms 1 to 8:
1. C -0.0787
2. C -0.4031
3. C -0.2366
4. O -0.1833
5. C -0.0728
6. N 0.0352
7. H 0.0652
8. H 0.0756